No. 1
Below is C4H8N2O in the gas phase at a distorted geometry, with properties calculated with wB97M-V/def2-TZVPD.

Output
HOMO-LUMO gap (spin up / spin down): 9.1358 / 8.5897 eV
lowest unoccupied orbital energy (spin up / spin down): -0.09 / -0.23 eV
HOMO (spin up / spin down): -9.23 / -8.82 eV

Each line ends with the natural charge from an NBO analysis.
CARTESIAN COORDINATES (ANGSTROEM)
C 1.08120 -0.94382 -0.51916  -0.431
C 1.75089 -0.23943 0.67841  -0.078
C -0.10216 -0.01005 -1.00740  0.025
C -2.24444 0.55384 0.46782  -0.444
N -0.79287 0.35844 0.14135  -0.244
N 0.00235 1.28260 -0.43410  0.025
O 1.79056 1.05121 0.51301  -0.489
H 1.86981 -0.82045 -1.31363  0.205
H 0.70550 -1.95297 -0.28133  0.220
H 1.22149 -0.60898 1.62081  0.124
H 2.75317 -0.71960 0.66031  0.208
H -0.40257 -0.10615 -2.10558  0.206
H -2.16024 0.81579 1.54950  0.234
H -2.50198 1.55973 -0.06116  0.206
H -2.97071 -0.22014 0.09116  0.235

No. 2
Below is a molecular structure, C5H9N at a distorted geometry, with properties calculated with wB97M-V/def2-TZVPD.

Output
HOMO-LUMO gap: 11.4725 eV
lowest unoccupied orbital energy: 0.93 eV
HOMO: -10.54 eV

Each line ends with the natural charge from an NBO analysis.
CARTESIAN COORDINATES (ANGSTROEM)
C 1.08990 -0.86720 -0.84065  -0.641
C 0.06348 -0.61982 0.28394  -0.090
C 0.64688 0.35548 1.32969  -0.672
C -1.58509 0.03019 -0.53867  -0.543
C -1.28071 1.43343 -0.46541  0.277
N -0.80607 2.44485 -0.15731  -0.370
H 0.57055 -1.00758 -1.78505  0.212
H 1.71671 -1.75910 -0.67420  0.224
H 1.78986 -0.02751 -0.95393  0.216
H -0.25524 -1.55330 0.75291  0.208
H 1.70067 0.62883 1.15160  0.217
H 0.55574 0.04424 2.37671  0.218
H 0.12430 1.30098 1.20448  0.256
H -2.60595 -0.10602 -0.09452  0.249
H -1.72502 -0.29747 -1.58960  0.241

No. 3
Below is a molecular structure, C23H42BN4OOsSi4Te, with properties calculated with wB97M-V/def2-TZVPD.

Output
HOMO-LUMO gap: 6.4630 eV
lowest unoccupied orbital energy: 1.40 eV
net charge: -1
HOMO: -5.07 eV

Each line ends with the Mulliken charge.
CARTESIAN COORDINATES (ANGSTROEM)
Os -2.20357 0.21483 -0.71487  1.122
C -2.83962 -0.80151 3.33607  -1.839
C -3.41770 -0.78207 1.90867  2.778
C -4.83260 -0.18687 1.98069  -2.063
C -2.62008 0.20774 1.07249  -1.344
C -3.39995 -2.20091 1.35135  -0.430
C -4.55236 -2.88860 0.98811  -0.095
C -4.48497 -4.18870 0.50232  -0.839
C -3.26091 -4.82312 0.36993  -0.432
C -2.10235 -4.14856 0.73197  -0.983
C -2.17605 -2.85646 1.22412  0.076
H -2.87326 0.19984 3.77105  0.486
H -1.80319 -1.13908 3.34229  0.319
H -3.42285 -1.47591 3.96673  0.428
H -4.78360 0.84437 2.33407  0.383
H -5.45241 -0.75580 2.67814  0.503
H -5.32146 -0.18698 1.00610  0.301
H -2.29937 1.07345 1.66933  0.640
H -5.52055 -2.41237 1.05708  0.366
H -5.39636 -4.69680 0.21248  0.370
H -3.20696 -5.83192 -0.02005  0.390
H -1.13502 -4.62165 0.61689  0.385
H -1.26239 -2.33403 1.47882  0.431
C 0.98410 -0.04451 2.54297  -0.622
Si 2.24813 0.94778 1.57000  0.551
C 3.96795 0.60942 2.27783  -1.166
C 1.96822 2.78107 1.80849  -0.774
Si 2.12695 0.22258 -0.66786  0.140
Te 0.02011 -1.08614 -1.11245  -0.894
Si 2.60197 1.77072 -2.36165  0.513
C 3.87126 3.01526 -1.73982  -1.076
C 3.35342 0.84911 -3.82368  -1.151
C 1.07754 2.66654 -2.96523  -0.736
Si 3.60796 -1.59512 -0.82837  0.230
C 3.37827 -2.54963 -2.43543  -1.009
C 5.41343 -1.05199 -0.75307  -1.033
C 3.26515 -2.81436 0.56844  -0.866
H 1.00196 0.22602 3.60266  0.514
H 1.17174 -1.11759 2.45205  0.262
H -0.01620 0.14957 2.14904  -0.235
H 3.99763 0.93826 3.32104  0.397
H 4.72928 1.17400 1.73361  0.264
H 4.24593 -0.44489 2.25050  0.268
H 1.97017 3.01029 2.87892  0.404
H 1.02828 3.13918 1.39301  -0.054
H 2.77336 3.35738 1.34672  0.262
H 4.75879 2.52306 -1.33434  0.293
H 3.44088 3.64492 -0.95858  0.281
H 4.19101 3.66734 -2.55782  0.377
H 4.30548 0.37879 -3.56797  0.257
H 3.53048 1.54625 -4.64777  0.396
H 2.67582 0.06991 -4.18000  0.299
H 0.69250 3.35858 -2.21625  0.047
H 0.28495 1.95576 -3.20958  0.183
H 1.31441 3.23843 -3.86761  0.367
H 3.64470 -1.95293 -3.30860  0.264
H 2.34257 -2.87401 -2.55366  0.277
H 4.01385 -3.44055 -2.42528  0.366
H 5.64730 -0.35892 -1.56496  0.264
H 6.07294 -1.91910 -0.85333  0.379
H 5.64999 -0.55460 0.18927  0.295
H 2.23248 -3.16470 0.50299  0.108
H 3.40375 -2.37181 1.55608  0.257
H 3.92610 -3.68256 0.49018  0.390
B -0.68135 4.61935 -0.00862  0.530
C -1.07121 3.10099 -0.24146  -0.181
N -1.36240 1.99972 -0.42793  -0.529
H -0.75745 4.82720 1.18587  -0.183
H 0.45462 4.77834 -0.40820  -0.161
H -1.47528 5.28995 -0.63138  -0.171
O -3.93637 -1.03530 -1.51050  -0.706
N -4.09911 0.22785 -1.48806  0.492
C -5.22055 0.79954 -1.82608  0.580
C -6.34259 0.00726 -2.22623  0.161
N -7.25346 -0.62056 -2.53700  -0.488
C -5.33138 2.22079 -1.75664  -0.113
N -5.47049 3.35915 -1.68805  -0.470

No. 4
Below is C20H24N2O3 in the gas phase, with properties calculated with wB97M-V/def2-TZVPD.

Output
SMILES string: COc1ccc(CC(=O)Nc2ccccc2N2CCCC2)cc1OC
HOMO-LUMO gap: 8.0617 eV
lowest unoccupied orbital energy: 0.73 eV
HOMO: -7.33 eV

Each line ends with the natural charge from an NBO analysis.
CARTESIAN COORDINATES (ANGSTROEM)
C 6.27931 0.18039 1.69110  -0.250
O 5.47137 -0.35253 0.67328  -0.481
C 4.32571 0.30761 0.34503  0.242
C 3.86335 1.45983 0.95336  -0.290
C 2.67105 2.04841 0.54684  -0.227
C 1.93490 1.50161 -0.48489  -0.031
C 0.62290 2.08540 -0.93154  -0.523
C -0.45717 1.00364 -0.92778  0.692
O -1.15278 0.75132 -1.88520  -0.608
N -0.55010 0.37301 0.27450  -0.653
C -1.22068 -0.87141 0.43202  0.141
C -0.43280 -1.97540 0.72146  -0.214
C -0.96810 -3.24761 0.77967  -0.264
C -2.31552 -3.41089 0.50459  -0.190
C -3.11606 -2.32003 0.24314  -0.262
C -2.61065 -1.00799 0.24126  0.176
N -3.44517 0.05570 0.06579  -0.412
C -4.83764 -0.10514 -0.29923  -0.206
C -5.36261 1.32424 -0.38278  -0.405
C -4.56673 2.01530 0.71867  -0.406
C -3.17991 1.40105 0.53639  -0.198
C 2.39776 0.34057 -1.10699  -0.323
C 3.57172 -0.26705 -0.70563  0.346
O 4.08329 -1.40772 -1.24044  -0.493
C 3.36136 -2.04333 -2.26677  -0.254
H 7.13374 -0.49009 1.76857  0.202
H 6.63161 1.18722 1.44213  0.175
H 5.75442 0.20779 2.65240  0.174
H 4.41987 1.91531 1.75670  0.221
H 2.32973 2.94436 1.04441  0.211
H 0.32169 2.89974 -0.26926  0.229
H 0.69699 2.47542 -1.94871  0.243
H 0.21337 0.53623 0.91812  0.405
H 0.62698 -1.82244 0.88085  0.209
H -0.34082 -4.09514 1.00745  0.212
H -2.75180 -4.39906 0.50648  0.211
H -4.16303 -2.48405 0.04836  0.212
H -4.92588 -0.64062 -1.24816  0.205
H -5.38871 -0.66215 0.47377  0.174
H -6.43933 1.38075 -0.23620  0.214
H -5.11124 1.75832 -1.35043  0.207
H -4.55442 3.09899 0.62309  0.214
H -4.97399 1.75279 1.69647  0.199
H -2.60438 1.38352 1.46614  0.200
H -2.61993 1.97118 -0.21382  0.189
H 1.80873 -0.07851 -1.90755  0.229
H 3.93561 -2.93292 -2.52025  0.201
H 3.27299 -1.40559 -3.15243  0.177
H 2.36100 -2.34006 -1.93398  0.181

Repeat the fourth record exactly.
Below is C20H24N2O3 in the gas phase, with properties calculated with wB97M-V/def2-TZVPD.

Output
SMILES string: COc1ccc(CC(=O)Nc2ccccc2N2CCCC2)cc1OC
HOMO-LUMO gap: 8.0617 eV
lowest unoccupied orbital energy: 0.73 eV
HOMO: -7.33 eV

Each line ends with the natural charge from an NBO analysis.
CARTESIAN COORDINATES (ANGSTROEM)
C 6.27931 0.18039 1.69110  -0.250
O 5.47137 -0.35253 0.67328  -0.481
C 4.32571 0.30761 0.34503  0.242
C 3.86335 1.45983 0.95336  -0.290
C 2.67105 2.04841 0.54684  -0.227
C 1.93490 1.50161 -0.48489  -0.031
C 0.62290 2.08540 -0.93154  -0.523
C -0.45717 1.00364 -0.92778  0.692
O -1.15278 0.75132 -1.88520  -0.608
N -0.55010 0.37301 0.27450  -0.653
C -1.22068 -0.87141 0.43202  0.141
C -0.43280 -1.97540 0.72146  -0.214
C -0.96810 -3.24761 0.77967  -0.264
C -2.31552 -3.41089 0.50459  -0.190
C -3.11606 -2.32003 0.24314  -0.262
C -2.61065 -1.00799 0.24126  0.176
N -3.44517 0.05570 0.06579  -0.412
C -4.83764 -0.10514 -0.29923  -0.206
C -5.36261 1.32424 -0.38278  -0.405
C -4.56673 2.01530 0.71867  -0.406
C -3.17991 1.40105 0.53639  -0.198
C 2.39776 0.34057 -1.10699  -0.323
C 3.57172 -0.26705 -0.70563  0.346
O 4.08329 -1.40772 -1.24044  -0.493
C 3.36136 -2.04333 -2.26677  -0.254
H 7.13374 -0.49009 1.76857  0.202
H 6.63161 1.18722 1.44213  0.175
H 5.75442 0.20779 2.65240  0.174
H 4.41987 1.91531 1.75670  0.221
H 2.32973 2.94436 1.04441  0.211
H 0.32169 2.89974 -0.26926  0.229
H 0.69699 2.47542 -1.94871  0.243
H 0.21337 0.53623 0.91812  0.405
H 0.62698 -1.82244 0.88085  0.209
H -0.34082 -4.09514 1.00745  0.212
H -2.75180 -4.39906 0.50648  0.211
H -4.16303 -2.48405 0.04836  0.212
H -4.92588 -0.64062 -1.24816  0.205
H -5.38871 -0.66215 0.47377  0.174
H -6.43933 1.38075 -0.23620  0.214
H -5.11124 1.75832 -1.35043  0.207
H -4.55442 3.09899 0.62309  0.214
H -4.97399 1.75279 1.69647  0.199
H -2.60438 1.38352 1.46614  0.200
H -2.61993 1.97118 -0.21382  0.189
H 1.80873 -0.07851 -1.90755  0.229
H 3.93561 -2.93292 -2.52025  0.201
H 3.27299 -1.40559 -3.15243  0.177
H 2.36100 -2.34006 -1.93398  0.181